# 1
Molecular formula: C25H43N5O4S
Method: DFT, ωB97M-V/def2-TZVPD

Properties
Highest occupied orbital energy ... -8.50 eV
SMILES ... O=C1OC[C@](S)(CCO)O1.CCCC#N.CCCC#N.CCCC#N.CCCC#N.CCCC#N
LUMO ... 0.0206 Eh

Geometry as ORCA input:
```
! wB97M-V def2-TZVPD RIJCOSX def2/J DEFGRID3
* xyz 0 1
O -1.647 -2.778 -0.985
C -2.633 -2.016 -0.500
O -3.640 -1.190 -1.245
C -3.336 0.165 -0.674
C -3.351 -0.322 0.926
S -4.965 -0.141 1.860
C -2.290 0.761 1.584
C -0.725 0.275 1.470
O 0.240 1.413 1.331
O -2.923 -1.760 0.922
H -2.186 0.365 -0.922
H -4.063 1.032 -0.989
H -5.386 1.196 1.773
H -2.442 1.785 0.995
H -2.653 0.968 2.694
H -0.559 -0.384 0.490
H -0.385 -0.387 2.382
H 1.135 0.981 1.114
C -1.416 0.323 -5.292
C -2.585 1.297 -5.175
C -2.146 2.707 -4.773
C -1.461 2.665 -3.417
N -0.893 2.630 -2.292
H -0.903 0.190 -4.334
H -1.773 -0.662 -5.608
H -0.686 0.674 -6.029
H -3.299 0.906 -4.440
H -3.106 1.344 -6.137
H -3.016 3.369 -4.716
H -1.453 3.120 -5.514
C -0.460 -0.218 6.428
C -1.335 -1.358 6.942
C -2.189 -1.994 5.844
C -3.120 -0.950 5.249
N -3.892 -0.084 4.755
H -1.062 0.607 6.034
H 0.153 0.186 7.240
H 0.211 -0.566 5.634
H -1.981 -0.976 7.742
H -0.692 -2.126 7.386
H -2.786 -2.812 6.260
H -1.555 -2.405 5.052
C 4.370 -2.336 5.406
C 3.495 -3.475 5.920
C 2.640 -4.111 4.822
C 1.710 -3.067 4.226
N 0.938 -2.202 3.732
H 3.768 -1.511 5.012
H 4.983 -1.931 6.217
H 5.040 -2.684 4.612
H 2.849 -3.093 6.720
H 4.138 -4.244 6.364
H 2.043 -4.930 5.238
H 3.275 -4.522 4.030
C 2.505 -4.219 -0.088
C 2.025 -3.502 -1.346
C 2.711 -2.152 -1.561
C 2.418 -1.234 -0.385
N 2.175 -0.473 0.591
H 2.275 -3.646 0.816
H 2.010 -5.190 0.009
H 3.587 -4.390 -0.123
H 0.939 -3.362 -1.281
H 2.215 -4.143 -2.215
H 2.343 -1.685 -2.481
H 3.794 -2.282 -1.656
C 2.383 5.928 -7.598
C 1.297 6.525 -6.708
C 0.593 5.477 -5.844
C -0.076 4.442 -6.734
N -0.632 3.584 -7.472
H 1.970 5.212 -8.315
H 2.876 6.717 -8.175
H 3.144 5.417 -6.998
H 0.563 7.039 -7.341
H 1.747 7.283 -6.057
H -0.165 5.956 -5.216
H 1.312 4.976 -5.186
*
```

Results of the Mulliken charge analysis, in e, for atoms 1 through 5: atom 1 (O): -0.51, atom 2 (C): 0.51, atom 3 (O): -0.40, atom 4 (C): -0.29, atom 5 (C): 0.70

# 2
Molecular formula: C25H43NO7PTl
Method: DFT, ωB97M-V/def2-TZVPD

Properties
ΔE to the lowest compared entry with this formula, charge and spin ... 0.1 kcal/mol
Highest occupied orbital energy ... -2.53 eV
LUMO ... 0.1538 Eh

Geometry as ORCA input:
```
! wB97M-V def2-TZVPD RIJCOSX def2/J DEFGRID3
* xyz -2 1
Tl -0.423 0.209 -0.523
O -3.474 1.277 -1.612
C -3.635 2.517 -0.957
C -2.331 3.185 -0.550
N -1.506 2.467 0.421
C -0.308 3.267 0.685
C 0.634 3.393 -0.531
O 1.243 4.463 -0.665
O 0.711 2.368 -1.274
C -2.219 2.148 1.653
C -3.197 0.952 1.572
O -4.088 0.918 2.430
O -2.945 0.076 0.688
H -3.317 0.636 -0.880
H -4.295 2.410 -0.089
H -4.133 3.196 -1.656
H -2.588 4.183 -0.145
H -1.720 3.340 -1.443
H 0.262 2.769 1.472
H -0.573 4.278 1.028
H -2.769 3.017 2.043
H -1.472 1.867 2.399
O 2.184 0.128 3.567
C 1.172 0.552 2.979
O 0.787 0.292 1.811
H 0.513 1.243 3.564
C 4.847 1.195 -2.183
C 3.976 1.590 -0.978
C 3.639 0.382 -0.092
C 3.440 -0.880 -0.943
C 4.752 -1.258 -1.671
C 5.674 -0.046 -1.864
P 2.574 -2.214 0.036
C 3.024 -3.747 -0.976
C 4.099 -4.689 -0.407
C 3.986 -6.077 -1.032
C 2.680 -6.754 -0.584
C 1.554 -5.726 -0.380
C 1.737 -4.540 -1.319
C 3.510 -2.212 1.633
C 5.036 -2.314 1.723
C 5.504 -1.783 3.091
C 4.491 -2.096 4.206
C 3.726 -3.376 3.885
C 2.841 -3.164 2.646
H 5.488 2.028 -2.481
H 4.209 0.974 -3.046
H 3.052 2.059 -1.318
H 4.500 2.336 -0.373
H 2.745 0.587 0.499
H 4.444 0.203 0.628
H 2.699 -0.613 -1.707
H 4.512 -1.668 -2.658
H 5.287 -2.047 -1.136
H 6.402 -0.256 -2.654
H 6.250 0.134 -0.949
H 3.408 -3.352 -1.921
H 3.989 -4.791 0.675
H 5.090 -4.261 -0.572
H 4.845 -6.699 -0.764
H 4.002 -5.978 -2.122
H 2.853 -7.302 0.348
H 2.377 -7.496 -1.329
H 1.558 -5.359 0.650
H 0.580 -6.196 -0.532
H 0.874 -3.875 -1.270
H 1.791 -4.915 -2.349
H 3.242 -1.206 1.986
H 5.519 -1.744 0.929
H 5.360 -3.351 1.601
H 5.643 -0.701 3.030
H 6.481 -2.219 3.331
H 3.772 -1.277 4.282
H 5.005 -2.177 5.169
H 3.106 -3.681 4.733
H 4.435 -4.195 3.708
H 1.889 -2.716 2.939
H 2.609 -4.135 2.197
*
```

Results of the Mulliken charge analysis, in e, for atoms 1 through 5: atom 1 (Tl): 1.19, atom 2 (O): -0.65, atom 3 (C): -0.80, atom 4 (C): -0.53, atom 5 (N): 0.71

# 3
Molecular formula: C25H43NO8
Method: DFT, ωB97M-V/def2-TZVPD

Properties
ΔE to the lowest compared entry with this formula, charge and spin ... 0.0 kcal/mol
Highest occupied orbital energy ... -8.58 eV
SMILES ... CCCC[C@H]1OC(=O)[C@@](CCO)(CCN(CC)C(C)=O)[C@H]1C.O=C1CCCO1.O=C1CCCO1
LUMO ... 0.0177 Eh

Geometry as ORCA input:
```
! wB97M-V def2-TZVPD RIJCOSX def2/J DEFGRID3
* xyz 0 1
C 3.759 -1.532 -1.139
C 3.168 -0.087 -1.514
C 3.467 0.340 -3.053
C 2.114 0.763 -3.802
C 1.779 2.327 -3.798
O 0.343 2.317 -4.154
C -0.540 2.675 -3.099
O -1.750 2.734 -3.354
C 0.252 3.007 -1.710
C -0.406 4.455 -1.375
C -0.110 4.970 0.108
O 1.214 4.689 0.606
C 0.095 1.926 -0.547
C -0.653 0.567 -0.984
N -2.136 0.621 -0.852
C -2.632 0.027 0.423
C -3.369 -1.395 0.257
C -2.842 0.106 -2.030
C -2.418 -1.142 -2.923
O -3.869 0.737 -2.400
C 1.713 3.137 -2.412
C 3.015 3.237 -1.483
H 4.084 -1.465 -0.039
H 2.913 -2.308 -1.155
H 4.668 -1.836 -1.749
H 3.678 0.663 -0.809
H 2.042 -0.116 -1.288
H 3.824 -0.633 -3.560
H 4.319 1.085 -3.147
H 1.287 0.089 -3.413
H 2.260 0.471 -4.909
H 2.294 2.814 -4.691
H -0.080 5.260 -2.125
H -1.553 4.404 -1.476
H -0.854 4.428 0.805
H -0.359 6.083 0.210
H 1.222 3.882 1.156
H -0.430 2.293 0.391
H 1.148 1.596 -0.212
H -0.294 -0.228 -0.223
H -0.270 0.212 -1.994
H -1.848 -0.038 1.250
H -3.442 0.743 0.827
H -2.763 -2.133 -0.389
H -3.551 -1.933 1.248
H -4.408 -1.247 -0.215
H -2.069 -0.736 -3.937
H -1.518 -1.684 -2.464
H -3.325 -1.806 -3.072
H 1.636 4.220 -2.806
H 3.907 2.917 -2.110
H 3.174 4.355 -1.260
H 2.933 2.727 -0.473
O -3.637 -2.893 3.162
C -4.586 -3.606 2.964
C -5.925 -3.498 3.642
C -6.556 -4.836 3.315
C -5.914 -5.183 1.992
O -4.602 -4.610 2.047
H -6.481 -2.667 3.202
H -5.810 -3.358 4.716
H -7.646 -4.808 3.272
H -6.267 -5.572 4.072
H -6.449 -4.747 1.143
H -5.838 -6.262 1.845
O 3.651 1.165 2.864
C 3.908 0.033 3.176
C 3.997 -0.494 4.583
C 4.715 -1.813 4.385
C 4.292 -2.207 2.988
O 4.121 -0.972 2.283
H 2.987 -0.635 4.975
H 4.566 0.183 5.220
H 4.470 -2.564 5.137
H 5.797 -1.649 4.411
H 3.341 -2.748 2.979
H 5.048 -2.814 2.488
*
```

Results of the Mulliken charge analysis, in e, for atoms 1 through 5: atom 1 (C): -0.82, atom 2 (C): 1.32, atom 3 (C): -0.96, atom 4 (C): -0.60, atom 5 (C): 0.01

# 4
Molecular formula: C25H43NP2Ru
Method: DFT, ωB97M-V/def2-TZVPD

Properties
ΔE to the lowest compared entry with this formula, charge and spin ... 4.4 kcal/mol
Highest occupied orbital energy (spin up / spin down) ... -8.21 / -10.30 eV
<S²> ... 8.795
LUMO (spin up / spin down) ... -0.0764 / -0.2263 Eh

Geometry as ORCA input:
```
! wB97M-V def2-TZVPD RIJCOSX def2/J DEFGRID3
* xyz 1 6
Ru 0.559 0.793 1.376
C 0.902 2.207 3.627
C 0.899 0.753 3.478
C 2.718 1.666 2.317
C 1.969 2.734 2.874
C 2.111 0.410 2.705
C -0.108 3.006 4.348
H -1.007 2.404 4.525
H -0.411 3.884 3.750
H 0.259 3.366 5.324
C 2.254 4.188 2.701
H 1.367 4.686 2.251
H 3.120 4.341 2.026
H 2.443 4.685 3.674
C 3.971 1.799 1.538
H 4.811 1.988 2.219
H 3.938 2.643 0.836
H 4.173 0.878 0.984
C 2.778 -0.918 2.684
H 3.308 -1.123 3.627
H 3.497 -0.962 1.861
H 2.027 -1.706 2.546
C 0.148 -0.216 4.318
H 0.683 -0.361 5.262
H 0.039 -1.194 3.839
H -0.855 0.157 4.550
C -0.887 1.973 0.338
C -1.509 1.694 1.589
C -2.499 0.588 1.836
C -2.032 -0.838 1.425
C -0.544 -1.055 1.314
C 0.224 -0.794 0.142
C -0.446 -0.201 -1.052
C -1.159 1.159 -0.897
H -3.478 0.819 1.373
H -2.561 -1.121 0.497
H -2.692 0.591 2.923
H -2.245 0.984 -0.927
H -0.559 3.010 0.192
H -1.578 2.530 2.300
H -0.887 1.771 -1.765
H 0.300 -0.190 -1.865
H 1.110 -1.410 -0.035
H -1.256 -0.918 -1.358
H -2.421 -1.516 2.201
H -0.160 -1.864 1.936
P -2.028 -1.578 -3.130
P 0.944 -2.587 -3.462
C -1.670 -2.596 -4.624
C -0.170 -2.600 -4.975
H -2.281 -2.169 -5.436
H -2.010 -3.622 -4.419
H 0.099 -3.468 -5.600
H 0.092 -1.687 -5.524
C 2.494 -2.910 -4.418
H 3.320 -3.116 -3.731
H 2.749 -2.018 -5.001
H 2.369 -3.763 -5.096
C 0.679 -4.339 -2.907
H 0.563 -5.014 -3.765
H -0.210 -4.398 -2.264
H 1.549 -4.653 -2.314
C -1.935 0.088 -3.891
H -2.167 0.869 -3.149
H -2.680 0.130 -4.699
H -0.920 0.265 -4.285
C -3.798 -1.779 -2.692
H -4.001 -2.829 -2.432
H -4.427 -1.469 -3.542
H -4.023 -1.158 -1.814
N -1.674 5.971 1.570
C -1.177 5.110 2.196
*
```

Results of the Mulliken charge analysis, in e, for atoms 1 through 5: atom 1 (Ru): 0.00, atom 2 (C): 0.93, atom 3 (C): 1.62, atom 4 (C): 0.78, atom 5 (C): 0.73

# 5
Molecular formula: C25H44AsIrN4O2S2Si3
Method: DFT, ωB97M-V/def2-TZVPD

Properties
ΔE to the lowest compared entry with this formula, charge and spin ... 75.8 kcal/mol
Highest occupied orbital energy (spin up / spin down) ... -16.62 / -16.62 eV
<S²> ... 0.796
LUMO (spin up / spin down) ... -0.4084 / -0.4084 Eh

Geometry as ORCA input:
```
! wB97M-V def2-TZVPD RIJCOSX def2/J DEFGRID3
* xyz 3 2
Ir -0.187 0.374 0.099
N -0.516 -0.553 -3.330
C -0.309 -1.477 -2.418
N 0.078 -1.341 -1.190
C 0.227 -2.610 -0.513
C -0.183 -3.699 -1.409
S -0.550 -3.206 -2.918
C -0.087 -2.147 1.780
C 0.170 -2.787 2.921
S 0.750 -1.660 4.094
C 0.634 -0.382 2.946
N 0.145 -0.777 1.773
N 0.996 0.872 3.221
H -0.351 0.425 -3.122
H -0.819 -0.783 -4.265
H -0.214 -4.736 -1.091
H 0.075 -3.837 3.141
H 1.335 1.124 4.135
H 0.879 1.604 2.538
C 5.553 -0.759 -4.049
C 4.595 -1.328 -3.045
C 4.148 -2.639 -3.138
C 3.280 -3.191 -2.200
C 3.006 -4.671 -2.252
C 2.808 -2.363 -1.170
C 3.270 -1.047 -1.022
C 2.913 -0.201 0.169
C 4.163 -0.561 -1.962
C 1.839 -2.972 -0.226
O 1.997 -3.756 0.644
O -0.583 -2.666 0.624
H 5.957 -1.530 -4.699
H 6.383 -0.259 -3.550
H 5.055 -0.016 -4.676
H 4.521 -3.271 -3.935
H 3.164 -5.062 -3.255
H 2.003 -4.963 -1.933
H 3.690 -5.195 -1.579
H 2.926 -0.779 1.096
H 1.917 0.270 0.070
H 3.628 0.612 0.281
H 4.570 0.436 -1.831
C -0.956 5.908 1.211
Si -0.441 4.190 1.663
C 1.350 4.174 2.190
C -1.638 3.393 2.844
As -0.525 2.790 -0.369
Si -2.885 2.770 -1.035
C -3.690 1.555 0.119
C -2.910 2.179 -2.802
C -3.566 4.488 -0.876
Si 1.173 3.701 -1.863
C 0.765 5.499 -2.057
C 1.046 2.734 -3.453
C 2.828 3.350 -1.097
H -0.927 6.505 2.129
H -1.971 5.960 0.824
H -0.283 6.379 0.496
H 1.416 4.533 3.222
H 1.897 4.891 1.575
H 1.883 3.225 2.122
H -1.466 3.795 3.847
H -1.580 2.306 2.901
H -2.659 3.664 2.565
H -3.211 0.571 0.108
H -4.726 1.416 -0.204
H -3.717 1.918 1.147
H -2.425 1.209 -2.921
H -2.457 2.899 -3.485
H -3.953 2.058 -3.106
H -3.774 4.753 0.161
H -4.518 4.527 -1.415
H -2.916 5.246 -1.312
H -0.301 5.683 -2.193
H 1.279 5.880 -2.944
H 1.117 6.084 -1.207
H 0.065 2.783 -3.930
H 1.357 1.704 -3.265
H 1.775 3.134 -4.165
H 2.938 3.747 -0.089
H 3.592 3.826 -1.719
H 3.033 2.278 -1.081
*
```

Results of the Mulliken charge analysis, in e, for atoms 1 through 5: atom 1 (Ir): 1.85, atom 2 (N): -0.14, atom 3 (C): 0.64, atom 4 (N): -0.79, atom 5 (C): 1.52

# 6
Molecular formula: C25H44BrFNO15PS2
Method: DFT, ωB97M-V/def2-TZVPD

Properties
Highest occupied orbital energy ... -9.52 eV
SMILES ... CC[C@H](Br)[C@]1(P(=N)(O)O)[C@](CCCF)(CCOC(C)=O)[C@@](CCCCS(=O)(=O)O)(CCCC(=O)O)COS1(=O)=O.O=C1OCCO1
LUMO ... 0.0073 Eh

Geometry as ORCA input:
```
! wB97M-V def2-TZVPD RIJCOSX def2/J DEFGRID3
* xyz 0 1
C -3.141 -3.598 -1.457
C -3.279 -2.373 -2.377
C -2.935 -0.991 -1.771
Br -4.552 0.109 -2.238
C -1.520 -0.312 -2.014
P -0.408 -1.516 -2.999
N -0.260 -2.897 -2.329
O 1.003 -0.806 -3.236
O -1.039 -1.641 -4.464
C -0.806 0.293 -0.651
C 0.746 0.190 -0.595
C 1.462 -1.120 -0.232
C 2.960 -0.807 -0.179
F 3.705 -1.976 -0.364
C -1.325 -0.388 0.642
C -1.372 -1.918 0.710
O -0.759 -2.289 1.981
C -0.092 -3.469 1.959
C 1.130 -3.472 2.824
O -0.468 -4.410 1.312
C -1.087 1.874 -0.446
C -1.333 2.321 1.017
C -0.179 2.365 2.022
C -0.681 2.692 3.435
C -1.369 4.063 3.521
S -3.146 3.988 3.402
O -3.606 2.630 3.460
O -3.561 4.789 2.285
O -3.561 4.723 4.744
C 0.028 2.789 -1.005
C -0.337 4.246 -1.314
C 0.919 5.128 -1.440
C 2.111 4.411 -2.015
O 3.133 4.249 -1.415
O 1.996 3.949 -3.273
C -2.398 2.258 -1.109
O -2.340 2.262 -2.542
S -1.680 1.053 -3.280
O -2.533 0.667 -4.358
O -0.340 1.411 -3.666
H -3.740 -3.461 -0.557
H -2.117 -3.835 -1.197
H -3.549 -4.447 -2.007
H -4.334 -2.376 -2.638
H -2.771 -2.589 -3.311
H -3.142 -1.043 -0.713
H -0.625 -3.657 -2.888
H 1.528 -1.439 -3.750
H -0.773 -0.899 -5.029
H 1.237 0.605 -1.466
H 1.031 0.841 0.233
H 1.364 -1.925 -0.949
H 1.203 -1.450 0.770
H 3.231 -0.389 0.793
H 3.252 -0.096 -0.954
H -2.342 -0.047 0.838
H -0.684 -0.092 1.464
H -2.394 -2.277 0.756
H -0.830 -2.425 -0.081
H 2.008 -3.742 2.246
H 0.985 -4.256 3.569
H 1.247 -2.533 3.355
H -1.655 3.363 0.929
H -2.202 1.845 1.468
H 0.510 3.171 1.751
H 0.420 1.459 2.085
H -1.323 1.893 3.802
H 0.186 2.740 4.094
H -1.094 4.622 4.410
H -1.090 4.661 2.654
H -4.344 4.271 5.097
H 0.887 2.811 -0.333
H 0.448 2.384 -1.917
H -1.015 4.707 -0.597
H -0.855 4.280 -2.276
H 0.681 5.949 -2.122
H 1.225 5.584 -0.503
H 1.070 3.856 -3.536
H -3.190 1.611 -0.732
H -2.709 3.262 -0.834
O 4.001 -5.088 3.753
C 4.680 -5.030 2.782
O 6.014 -5.253 2.746
C 6.424 -5.303 1.375
C 5.334 -4.506 0.682
O 4.217 -4.719 1.550
H 7.415 -4.872 1.264
H 6.446 -6.347 1.055
H 5.549 -3.438 0.646
H 5.104 -4.859 -0.319
*
```

Results of the Mulliken charge analysis, in e, for atoms 1 through 5: atom 1 (C): -1.38, atom 2 (C): -0.26, atom 3 (C): -0.63, atom 4 (Br): -0.03, atom 5 (C): 0.75